Entry 1:
The following is a quantum chemistry calculation of C23H14Br2N2OPdS as an isolated structure in a non-equilibrium geometry, from the Open Molecules 2025 dataset.

Its expectation value of S² is 2.008. For the molar mass, the calculation gives 632.673 u. The calculation puts the HOMO energy (alpha / beta) at -0.2603 / -0.2718 Eh. For the total energy, the calculation gives -6743.70874 a.u. Its multiplicity is 3. As for the HOMO-LUMO gap (alpha / beta): 6.57 / 6.25 eV.

Each line ends with the Mulliken charge.
CARTESIAN COORDINATES (ANGSTROEM)
Pd -0.02195 1.48456 0.25426  -0.110
S -3.82875 -0.94625 0.84263  -0.283
C -3.96740 -0.17568 -0.71930  1.155
C -4.85499 -0.41210 -1.75602  -0.588
C -4.69536 0.30308 -2.92904  -0.426
C -3.66217 1.22626 -3.08691  -0.632
C -2.78291 1.48160 -2.05725  -0.353
C -2.94489 0.78160 -0.86135  -0.644
N -2.12626 0.89308 0.21833  -0.378
C -2.43362 0.05817 1.18450  1.198
C -1.55256 -0.06755 2.31280  0.606
C -1.79668 -0.84989 3.44562  -0.666
C -0.81094 -0.96519 4.40735  -0.673
C 0.38060 -0.26568 4.29033  -0.460
C 0.60183 0.56761 3.19786  -0.269
C -0.33178 0.62891 2.18489  -0.351
H -5.62588 -1.15781 -1.65060  0.408
H -5.37653 0.14091 -3.74880  0.388
H -3.53559 1.72662 -4.03470  0.396
H -1.95811 2.18776 -2.14504  0.452
H -2.74589 -1.35930 3.55221  0.380
H -0.96793 -1.60064 5.26525  0.387
H 1.14911 -0.37304 5.04076  0.404
H 1.51186 1.15434 3.14051  0.463
C -0.46720 -1.43695 -1.47275  -0.967
C 0.98881 -1.11177 -1.34692  0.710
C 1.99829 -2.01363 -1.70195  -0.883
C 3.31617 -1.68281 -1.50158  -0.731
C 3.65008 -0.43757 -0.92694  1.209
C 4.94750 -0.01088 -0.57867  -0.080
Br 6.44206 -1.14545 -0.93575  -0.240
C 5.15962 1.19928 0.04659  -0.392
C 4.09515 2.05065 0.29762  -0.181
Br 4.35448 3.69575 1.20203  -0.143
C 2.77618 1.74267 -0.06390  0.927
O 1.79950 2.54687 0.15298  -0.900
C 2.57233 0.44560 -0.64759  -0.183
N 1.28378 0.08763 -0.86553  -0.386
H -0.63707 -2.35572 -2.02618  0.440
H -0.98005 -0.61693 -1.98071  0.116
H -0.89514 -1.55848 -0.47335  0.096
H 1.72356 -2.97394 -2.10952  0.397
H 4.09688 -2.38032 -1.76653  0.352
H 6.15185 1.49464 0.35038  0.435

Force components x, y, z for each atom (eV/Å):
Pd 0.25 0.50 0.13
S 0.33 0.48 -0.09
C 0.38 0.31 0.08
C -0.04 -0.04 -0.02
C -0.11 -0.11 -0.01
C 0.13 0.05 0.04
C 0.11 0.04 0.17
C -0.74 -0.25 -0.52
N 0.28 -0.47 0.66
C -0.48 0.05 -0.90
C 0.93 0.06 0.80
C -0.08 0.19 -0.40
C -0.10 -0.15 0.21
C 0.00 0.19 -0.17
C 0.08 -0.11 0.16
C -0.25 -0.11 -0.46
H -0.18 -0.04 -0.06
H -0.09 -0.10 -0.09
H -0.06 0.10 -0.06
H -0.19 -0.11 -0.05
H -0.03 -0.12 0.09
H -0.07 -0.06 0.09
H 0.03 0.01 0.16
H 0.07 -0.11 -0.08
C 0.02 0.00 -0.01
C -0.26 0.65 0.15
C 0.51 0.03 0.03
C -0.39 -0.02 0.00
C -0.21 0.26 0.03
C 0.42 0.12 0.12
Br -0.15 0.16 0.07
C 0.16 -0.61 -0.31
C -0.77 0.28 0.00
Br 0.16 -0.17 -0.11
C 0.76 0.09 0.18
O -0.65 -0.13 0.03
C 0.44 -0.13 0.00
N -0.37 -0.46 0.23
H 0.05 -0.08 -0.06
H -0.03 -0.13 0.08
H -0.05 0.04 -0.07
H 0.00 -0.07 -0.07
H 0.07 -0.01 0.03
H 0.10 -0.03 -0.03

---

Entry 2:
The following is a quantum chemistry calculation of C5H5NO as an isolated structure in a non-equilibrium geometry, from the Open Molecules 2025 dataset.

For the molar mass, the calculation gives 95.101 u. The calculation puts the HOMO energy (alpha / beta) at -0.3611 / -0.3637 Eh. The calculation puts the energy above the lowest of the compared OMol25 structures with the same formula, charge and spin at 7.2232 eV. For the total energy, the calculation gives -323.25424 a.u. As for the HOMO-LUMO gap (alpha / beta): 8.39 / 8.33 eV.

Each line ends with the Mulliken charge.
CARTESIAN COORDINATES (ANGSTROEM)
O -0.70433 0.14020 1.69311  -0.370
C -1.34184 -0.16579 0.32509  0.097
C -0.65810 0.95312 -0.44935  -0.527
C 0.58902 0.03189 -0.41129  -0.027
C -0.31723 -1.19562 -0.12978  -0.526
C 1.06794 0.33407 1.10060  0.199
N 2.23859 0.51397 1.03967  -0.445
H -0.99986 1.06181 -1.47652  0.321
H -0.61060 1.93176 0.03456  0.269
H 1.29801 0.01717 -1.27083  0.419
H 0.00238 -1.93193 0.61157  0.269
H -0.56398 -1.69065 -1.06682  0.321

Force components x, y, z for each atom (eV/Å):
O -3.01 -1.02 -3.58
C 5.76 1.73 5.31
C -1.21 0.69 -1.15
C -0.99 0.10 1.75
C -0.88 -1.31 -0.83
C 1.88 -0.21 -3.40
N -0.97 0.10 1.72
H 0.05 0.05 -0.27
H -0.07 -0.35 -0.04
H -0.47 0.05 0.88
H -0.17 0.28 -0.14
H 0.08 -0.11 -0.24

---

Entry 3:
The following is a quantum chemistry calculation of a 12-piece molecular cluster, H23O12 overall in a non-equilibrium geometry, from the Open Molecules 2025 dataset.

For the molar mass, the calculation gives 215.172 u. The calculation puts the HOMO energy at -0.2405 Eh. The calculation puts the energy above the lowest of the compared OMol25 structures with the same formula, charge and spin at 5.2612 eV. For the total energy, the calculation gives -916.62906 a.u. As for the charge: -1. As for the HOMO-LUMO gap: 9.27 eV.

Each line ends with the Mulliken charge.
CARTESIAN COORDINATES (ANGSTROEM)
O -1.15329 -1.39496 -4.42268  -0.641
H 0.16175 -3.18652 1.23048  0.280
H -0.03435 1.56030 0.65367  0.420
O 1.57470 -1.25447 3.40281  -0.606
H 0.96068 -1.82091 2.82758  0.373
H 2.35667 -1.84236 3.40394  0.265
O -1.38645 1.37639 3.87309  -0.679
H -1.07680 0.43884 3.77491  0.350
O -0.16215 2.08344 1.42119  -0.581
H -1.06693 4.72041 1.39175  0.298
H -0.46493 1.48804 2.12634  0.233
O -0.59408 -2.90841 1.77911  -0.765
H -1.60444 -3.02310 -3.02883  0.351
H -2.01989 -0.71687 0.44629  0.187
O 2.54678 -0.29147 -3.87030  -0.624
H -1.41738 0.11463 -2.49478  0.170
H -0.77891 1.74624 4.39600  0.295
O -0.28144 4.71728 0.83062  -0.605
H -0.53021 4.04940 0.21385  0.294
H 2.21909 -0.15144 -2.94712  0.458
O 1.67107 -0.72320 -1.45338  -0.749
H 1.55117 0.03155 -0.85675  0.304
H 0.89203 -1.19048 -0.70562  0.346
O -2.58695 -3.07007 -2.72330  -0.675
H -2.41346 -3.05953 -1.77720  0.323
H -0.35554 -1.34610 -3.86331  0.362
O -0.61890 0.17137 -1.84794  -0.676
H -1.79767 -1.17893 -3.83760  0.270
H 1.79130 2.54884 3.15457  0.220
O 2.20889 2.35907 2.37382  -0.646
H -0.95675 -0.16155 -0.86131  0.347
H 2.37219 -1.08872 -4.10202  0.214
O -1.02246 -0.83356 0.36751  -0.921
H 1.56660 2.25789 1.69253  0.428
H -0.92016 -2.04102 1.31814  0.376

Force components x, y, z for each atom (eV/Å):
O 3.75 -1.10 -2.36
H -0.64 0.15 0.19
H -0.28 -1.25 -1.16
O -0.47 -1.92 -1.21
H 0.49 1.16 1.02
H -0.35 0.72 0.21
O -3.14 -3.75 -3.27
H -0.52 1.05 0.18
O -0.53 0.61 0.81
H 0.29 0.10 0.19
H -0.11 0.15 -0.45
O 0.46 0.26 -0.02
H -2.65 -0.10 0.14
H 1.87 -0.19 -0.05
O 1.83 8.68 2.57
H 2.07 0.49 2.08
H 3.72 2.39 3.28
O -0.35 1.28 0.55
H 0.10 -0.96 -0.77
H 0.13 -0.59 -1.13
O -3.05 -2.36 5.36
H 0.77 0.95 -0.73
H 2.80 1.02 -3.82
O 2.91 -0.01 -0.39
H -0.44 0.04 0.44
H -0.16 0.35 -0.40
O -3.24 0.10 -1.20
H -3.37 0.84 2.55
H -1.81 0.69 2.59
O 3.85 -0.55 -1.79
H 0.68 -0.05 -1.43
H -1.84 -8.12 -2.09
O -2.28 0.46 0.55
H -1.22 0.12 -0.28
H 0.74 -0.66 -0.12

---

Entry 4:
The following is a quantum chemistry calculation of C20H23N2O8OsSi as an isolated structure, from the Open Molecules 2025 dataset.

For the molar mass, the calculation gives 637.726 u. The calculation puts the HOMO energy at -0.1900 Eh. The calculation puts the energy above the lowest of the compared OMol25 structures with the same formula, charge and spin at 0.7508 eV. For the total energy, the calculation gives -1867.75157 a.u. As for the charge: -1. As for the HOMO-LUMO gap: 7.79 eV.

Each line ends with the Mulliken charge.
CARTESIAN COORDINATES (ANGSTROEM)
Os 1.21711 1.04356 0.05460  2.467
N 1.19216 0.96759 2.18416  -0.750
C 2.49312 0.56017 2.73144  -0.184
C 3.53555 1.29808 1.91443  0.542
O 4.57306 1.71712 2.40781  -0.747
N 3.10751 1.44580 0.64550  -0.399
C 3.77356 2.45059 -0.18173  -0.745
C 2.77675 3.57887 -0.47453  0.558
O 3.18465 4.71105 -0.70478  -0.776
O 1.54177 3.20464 -0.47156  -0.750
H 0.43283 0.33372 2.43620  0.161
H 0.95467 1.89864 2.51965  0.373
H 2.60617 0.79317 3.78827  0.482
H 2.60225 -0.51382 2.58873  -0.110
H 4.65550 2.83259 0.32191  0.500
H 4.05708 2.00659 -1.13330  0.240
O 0.23470 0.92441 -1.82581  -0.505
C 1.29947 0.69169 -2.44552  -0.133
O 2.35346 0.60978 -1.76229  -0.704
H 1.31328 0.52964 -3.52570  0.376
O -3.98945 -0.09347 2.53685  -0.731
C -4.12824 0.68161 1.44654  0.498
C -5.42030 0.93937 0.98691  -0.739
C -5.61333 1.73638 -0.12399  -0.284
C -4.53057 2.28910 -0.80557  -0.863
C -3.24994 2.02722 -0.35993  -0.526
C -3.03046 1.22975 0.76441  0.017
C -1.64414 0.93981 1.22120  1.218
O -1.45165 0.27256 2.25703  -1.059
O -0.72096 1.41898 0.47465  -0.380
H -3.02095 -0.13639 2.71820  0.351
H -6.25276 0.50235 1.52318  0.435
H -6.62286 1.93077 -0.46663  0.361
H -4.68869 2.91214 -1.67554  0.413
H -2.38504 2.42448 -0.87459  0.472
C 3.04803 -2.00122 -0.08848  -1.447
Si 1.28991 -1.36089 0.16435  0.986
C 0.67794 -2.29518 1.71136  -1.323
C 0.22768 -2.13027 -1.20833  0.178
C 0.76990 -2.84148 -2.27927  -0.212
C -0.03746 -3.39870 -3.26681  -0.680
C -1.41446 -3.25000 -3.20221  -0.432
C -1.97782 -2.53933 -2.14813  -0.779
C -1.16338 -1.98981 -1.17060  -0.101
H 3.06095 -3.09600 -0.06960  0.417
H 3.70460 -1.63978 0.70774  0.335
H 3.47540 -1.66099 -1.03360  0.297
H 0.55464 -3.34914 1.44643  0.465
H -0.28861 -1.92658 2.06351  0.224
H 1.38274 -2.25478 2.54729  0.375
H 1.84634 -2.96094 -2.35189  0.318
H 0.41096 -3.94972 -4.08584  0.369
H -2.04689 -3.67877 -3.97041  0.360
H -3.05205 -2.40584 -2.09392  0.427
H -1.62372 -1.42912 -0.36176  0.141

Force components x, y, z for each atom (eV/Å):
Os 0.47 -0.85 0.12
N 0.26 -0.02 -0.06
C 0.04 0.02 -0.10
C -0.11 -0.13 -0.05
O 0.13 -0.09 -0.02
N 0.09 0.20 -0.09
C -0.24 0.07 0.10
C -0.20 0.09 -0.04
O 0.03 -0.08 -0.08
O -0.21 -0.01 0.24
H -0.10 0.17 0.11
H -0.07 -0.02 0.01
H -0.06 0.06 0.01
H 0.04 0.00 0.01
H 0.00 0.00 0.07
H 0.13 0.01 -0.03
O 0.03 0.11 -0.17
C 0.01 -0.15 -0.01
O 0.05 0.11 -0.01
H -0.02 0.03 -0.02
O -0.04 0.02 0.01
C -0.01 0.02 0.03
C -0.02 0.01 -0.02
C 0.00 0.00 0.00
C 0.00 -0.01 0.01
C 0.01 -0.03 -0.03
C -0.01 0.00 0.01
C 0.12 -0.12 -0.09
O -0.05 -0.05 0.01
O -0.11 0.54 0.00
H 0.04 -0.03 -0.02
H 0.01 0.01 0.00
H 0.00 0.00 0.00
H 0.00 -0.01 0.00
H 0.00 0.01 0.01
C 0.03 -0.07 -0.04
Si -0.23 0.13 0.17
C -0.05 0.06 0.02
C 0.04 -0.03 -0.07
C 0.00 0.02 -0.03
C 0.00 0.01 0.01
C 0.00 0.01 0.00
C 0.00 0.00 0.00
C -0.01 0.00 0.01
H 0.03 0.02 0.00
H -0.01 -0.01 -0.01
H -0.01 0.01 0.03
H 0.02 0.01 0.01
H 0.03 -0.03 -0.01
H -0.03 0.01 -0.01
H -0.02 -0.02 0.02
H 0.00 0.01 0.00
H 0.00 0.00 0.00
H 0.01 -0.01 0.00
H 0.01 0.00 -0.01